1.
Here is C34H39BrIrN4OP2S2 as an isolated structure at a distorted geometry from the Open Molecules 2025 dataset. Energies are from ωB97M-V/def2-TZVPD.

Summary:
frontier orbital gap (alpha / beta): 8.01 / 4.73 eV
multiplicity: 5
energy above the lowest of the compared OMol25 structures with the same formula, charge and spin: 22.2 kcal per mole
⟨S²⟩: 6.011
charge: +3
highest occupied orbital energy (alpha / beta): -15.130 / -16.093 eV
E: -5769.78354 Eh

Each line ends with the Mulliken charge.
Positions of all 84 atoms, in Å:
Ir -0.354 0.591 -0.001  1.290
O 2.800 -0.072 5.475  -0.487
C 2.041 0.024 4.405  0.749
C 0.646 0.165 4.426  -0.698
C -0.035 0.250 3.237  -0.579
N 0.569 0.217 2.039  0.066
C 1.903 0.107 2.037  0.080
Br 2.681 0.199 0.309  -0.098
C 2.680 -0.010 3.155  -0.564
H 2.317 -0.011 6.310  0.339
H 0.109 0.213 5.364  0.413
H -1.112 0.366 3.232  0.509
H 3.756 -0.108 3.100  0.584
N -1.990 -0.896 -2.017  0.469
P -0.689 0.143 -2.408  -0.468
C -1.423 1.688 -3.054  1.066
C -2.552 1.639 -3.866  -0.475
C -3.022 2.800 -4.458  -0.843
C -2.370 4.007 -4.242  -0.610
C -1.237 4.057 -3.443  -0.614
C -0.761 2.895 -2.850  -0.597
C 0.057 -0.491 -3.925  0.941
C -0.544 -1.466 -4.718  -0.300
C -0.016 -1.747 -5.968  -0.734
C 1.117 -1.082 -6.417  -0.567
C 1.737 -0.135 -5.610  -0.745
C 1.208 0.164 -4.367  -0.579
P -2.487 -0.579 -0.408  -0.949
C -2.667 -2.212 0.372  1.016
C -2.086 -2.448 1.617  0.146
C -2.351 -3.629 2.297  -0.434
C -3.193 -4.576 1.732  -0.716
C -3.750 -4.356 0.476  -0.815
C -3.496 -3.176 -0.203  -0.898
C -4.211 -0.042 -0.455  1.072
C -4.985 -0.020 -1.611  -0.148
C -6.336 0.280 -1.527  -0.814
C -6.913 0.578 -0.301  -0.597
C -6.136 0.581 0.852  -0.660
C -4.790 0.272 0.777  -0.699
H -2.658 -1.185 -2.723  0.527
H -3.055 0.700 -4.066  0.329
H -3.889 2.752 -5.103  0.478
H -2.736 4.908 -4.714  0.445
H -0.723 4.996 -3.284  0.502
H 0.144 2.909 -2.253  0.485
H -1.429 -1.991 -4.380  0.311
H -0.498 -2.482 -6.600  0.453
H 1.512 -1.300 -7.399  0.430
H 2.626 0.373 -5.959  0.450
H 1.678 0.914 -3.740  0.378
H -1.435 -1.697 2.049  -0.032
H -1.920 -3.801 3.275  0.544
H -3.434 -5.479 2.278  0.463
H -4.410 -5.094 0.038  0.516
H -3.966 -2.991 -1.163  0.438
H -4.559 -0.250 -2.580  0.085
H -6.944 0.271 -2.422  0.472
H -7.970 0.799 -0.240  0.423
H -6.584 0.820 1.807  0.462
H -4.184 0.253 1.677  0.384
C -1.561 4.002 0.414  -0.757
S -0.101 3.029 0.838  0.217
C 1.232 3.942 0.023  -0.830
H -1.481 4.972 0.902  0.438
H -2.425 3.471 0.809  0.319
H -1.647 4.120 -0.663  0.136
H 0.868 4.435 -0.875  0.271
H 2.036 3.249 -0.212  0.259
H 1.601 4.687 0.726  0.424
C 1.599 -4.731 1.681  -1.011
N 0.704 -5.110 0.591  -0.056
C 0.302 -4.292 -0.361  0.191
S 0.786 -2.626 -0.355  0.231
N -0.468 -4.714 -1.349  0.087
C -0.926 -6.087 -1.515  -1.193
H 1.822 -5.613 2.273  0.368
H 1.127 -3.982 2.320  0.324
H 2.534 -4.329 1.292  0.394
H 0.451 -6.085 0.518  0.264
H -0.652 -4.057 -2.092  0.144
H -1.400 -6.448 -0.601  0.417
H -0.100 -6.750 -1.781  0.410
H -1.663 -6.116 -2.311  0.359

***

2.
Here is a 2-piece molecular cluster, C5H9NO3 overall at a distorted geometry from the Open Molecules 2025 dataset. Energies are from ωB97M-V/def2-TZVPD.

Summary:
frontier orbital gap: 10.68 eV
energy above the lowest of the compared OMol25 structures with the same formula, charge and spin: 112.5 kcal per mole
highest occupied orbital energy: -10.189 eV
E: -476.26496 Eh

Each line ends with the Mulliken charge.
Positions of all 18 atoms, in Å:
C -1.452 -0.428 0.231  0.182
C -1.034 1.114 0.342  -0.813
C 0.776 -0.060 -0.435  0.280
C -0.156 -1.150 0.211  -1.233
C 2.227 -0.354 -0.131  0.460
H -2.960 -0.107 -0.706  0.341
H -2.192 -0.768 0.891  0.580
H -1.406 1.577 1.665  0.244
H -1.364 1.807 -0.460  0.366
H 0.618 0.927 1.133  0.249
H 0.872 -0.121 -1.576  0.287
H -0.429 -2.171 -0.510  0.293
H 0.233 -1.662 1.016  0.436
H 2.241 1.430 -0.796  0.428
N 0.426 1.163 0.229  -0.507
O -2.157 -0.616 -0.879  -0.569
O 3.033 0.675 -0.609  -0.541
O 2.726 -1.254 0.384  -0.484

***

3.
Here is a 2-piece molecular cluster, CH5NOP overall at a distorted geometry from the Open Molecules 2025 dataset. Energies are from ωB97M-V/def2-TZVPD.

Summary:
frontier orbital gap (alpha / beta): 8.67 / 8.67 eV
energy above the lowest of the compared OMol25 structures with the same formula, charge and spin: 129.9 kcal per mole
charge: +1
highest occupied orbital energy (alpha / beta): -15.158 / -15.160 eV
E: -511.96484 Eh

Each line ends with the Mulliken charge.
Positions of all 9 atoms, in Å:
C -0.712 -0.539 -1.076  -0.312
N 0.803 -0.943 0.543  0.226
O 1.462 -1.896 0.311  -0.234
P 0.812 0.216 1.788  0.161
H -0.552 0.473 -0.820  0.258
H -1.728 -1.044 -0.774  0.298
H -0.255 -0.970 -2.018  0.300
H 0.871 1.344 0.927  0.164
H 2.067 0.037 2.041  0.138

***

4.
Here is C5H15NO4 as an isolated structure at a distorted geometry from the Open Molecules 2025 dataset. Energies are from ωB97M-V/def2-TZVPD.

Summary:
frontier orbital gap: 6.60 eV
energy above the lowest of the compared OMol25 structures with the same formula, charge and spin: 26.7 kcal per mole
charge: -2
highest occupied orbital energy: -0.553 eV
E: -555.12572 Eh

Each line ends with the Mulliken charge.
Positions of all 25 atoms, in Å:
C -1.165 0.807 -0.507  -1.023
N -1.775 0.546 -1.860  -0.260
C -2.896 -0.487 -1.743  -0.162
O -3.944 -0.158 -2.487  -0.899
C -0.272 -0.359 -0.063  0.020
C 0.119 -0.044 1.416  -0.630
C 1.631 0.064 1.745  -0.509
O 1.761 0.211 3.126  -0.732
H -1.952 0.893 0.249  0.439
H -0.720 1.752 -0.812  0.273
H -2.272 1.364 -2.208  0.184
H -2.529 -1.452 -2.125  0.098
H -3.107 -0.665 -0.625  0.041
H 0.700 -0.425 -0.569  0.356
H -0.761 -1.326 -0.324  0.254
H -0.370 -0.677 2.152  0.280
H -0.247 1.012 1.603  0.163
H 2.178 -0.868 1.509  0.281
H 2.009 0.957 1.222  0.197
H 0.663 -1.401 -3.153  0.313
H 0.278 -0.056 -2.794  0.353
O 1.091 -0.546 -3.019  -0.748
H 2.965 0.137 3.386  0.416
H 4.426 0.603 2.544  0.206
O 4.187 0.115 3.337  -0.912

***

5.
Here is a 2-piece molecular cluster, C5H8O overall from the Open Molecules 2025 dataset. Energies are from ωB97M-V/def2-TZVPD.

Summary:
frontier orbital gap: 10.74 eV
energy above the lowest of the compared OMol25 structures with the same formula, charge and spin: 62.7 kcal per mole
SMILES string: C1=C[C@H]2O[C@H]2C1.[H][H]
highest occupied orbital energy: -9.538 eV
E: -270.45793 Eh

Each line ends with the Mulliken charge.
Positions of all 14 atoms, in Å:
C -0.524 -0.449 -0.301  -0.056
C -1.260 0.801 0.152  -0.787
C -0.135 1.706 0.614  -0.373
C 1.065 1.149 0.445  -0.697
C 0.915 -0.230 -0.114  0.160
O 0.174 -1.111 0.746  -0.433
H 0.474 -2.976 -0.651  -0.235
H -0.930 -1.096 -1.076  0.394
H -1.837 1.249 -0.665  0.334
H -1.960 0.572 0.965  0.262
H -0.316 2.680 1.058  0.379
H 2.020 1.598 0.698  0.405
H 1.686 -0.712 -0.711  0.418
H 0.695 -3.267 -1.301  0.228

***

6.
Here is one molecule with the formula C4H12N2S at a distorted geometry from the Open Molecules 2025 dataset. Energies are from ωB97M-V/def2-TZVPD.

Summary:
frontier orbital gap: 9.42 eV
energy above the lowest of the compared OMol25 structures with the same formula, charge and spin: 38.0 kcal per mole
SMILES string: C[C@H](CS)NCN
highest occupied orbital energy: -8.513 eV
E: -667.23425 Eh

Each line ends with the Mulliken charge.
Positions of all 19 atoms, in Å:
C -0.666 0.806 1.000  -1.339
C 0.049 -0.115 0.055  0.116
C 1.522 -0.013 -0.082  -0.631
S 2.434 0.328 1.465  -0.280
N -0.607 -0.323 -1.237  -0.190
C -1.859 -0.960 -1.208  -0.485
N -3.040 -0.189 -1.593  -0.655
H -0.838 1.790 0.538  0.339
H -1.573 0.373 1.255  0.388
H -0.132 0.755 2.042  0.365
H -0.148 -1.106 0.697  0.086
H 1.871 -0.991 -0.542  0.319
H 1.708 0.855 -0.752  0.345
H 2.793 1.604 1.429  0.128
H -0.502 0.557 -1.857  0.280
H -1.597 -1.687 -2.074  0.344
H -2.072 -1.542 -0.288  0.367
H -3.767 -0.902 -1.860  0.261
H -3.424 0.319 -0.799  0.240

***

What is the E in the third record? -511.96484 Eh

***

Copy entry 3 word for word.
Here is a 2-piece molecular cluster, CH5NOP overall at a distorted geometry from the Open Molecules 2025 dataset. Energies are from ωB97M-V/def2-TZVPD.

Summary:
frontier orbital gap (alpha / beta): 8.67 / 8.67 eV
energy above the lowest of the compared OMol25 structures with the same formula, charge and spin: 129.9 kcal per mole
charge: +1
highest occupied orbital energy (alpha / beta): -15.158 / -15.160 eV
E: -511.96484 Eh

Each line ends with the Mulliken charge.
Positions of all 9 atoms, in Å:
C -0.712 -0.539 -1.076  -0.312
N 0.803 -0.943 0.543  0.226
O 1.462 -1.896 0.311  -0.234
P 0.812 0.216 1.788  0.161
H -0.552 0.473 -0.820  0.258
H -1.728 -1.044 -0.774  0.298
H -0.255 -0.970 -2.018  0.300
H 0.871 1.344 0.927  0.164
H 2.067 0.037 2.041  0.138

***

Among the records above, which one has the lowest energy above the lowest of the compared OMol25 structures with the same formula, charge and spin? C34H39BrIrN4OP2S2